# 1
C4H4N2O as an isolated structure at a distorted geometry, computed with wB97M-V/def2-TZVPD.

Each line ends with the natural charge from an NBO analysis.
Element x y z (Å)
C -0.233 -0.774 -2.369  -0.057
C -0.259 -0.472 -0.874  0.425
C 0.836 0.970 2.088  -0.419
C 0.095 0.461 1.138  0.080
N -1.354 -1.369 -2.257  -0.225
N -1.379 -1.064 -0.715  -0.219
O 0.637 0.106 -0.110  -0.425
H 0.456 -0.658 -3.269  0.213
H 0.332 1.378 3.016  0.218
H 1.842 0.965 2.048  0.202
H -0.973 0.457 1.306  0.207

Properties
Charge = 0
Frontier orbital gap (alpha / beta) = 8.072 / 7.804 eV
2S+1 = 3

# 2
An isolated molecule of C4H4N2O2 at a distorted geometry, computed with wB97M-V/def2-TZVPD.

Each line ends with the natural charge from an NBO analysis.
Element x y z (Å)
C 1.000 1.173 1.907  -0.130
N 0.180 1.420 1.007  -0.211
N 0.014 0.603 -0.078  -0.042
O 0.844 -0.443 -0.266  -0.296
C 0.299 -1.375 -0.978  0.186
C -0.977 -1.008 -1.345  -0.444
C -1.238 0.347 -0.954  0.618
O -2.151 1.096 -1.142  -0.539
H 1.745 0.214 2.073  0.174
H 1.186 2.053 2.578  0.197
H 0.818 -2.348 -0.845  0.227
H -1.718 -1.733 -1.956  0.258

Properties
Charge = 0
Frontier orbital gap = 9.423 eV
2S+1 = 1

# 3
An isolated molecule of C4H4N2O2 at a distorted geometry, computed with wB97M-V/def2-TZVPD.

Each line ends with the natural charge from an NBO analysis.
Element x y z (Å)
C -2.507 -0.033 -0.377  -0.448
C -1.335 -0.094 0.234  0.122
O -0.233 -1.122 0.218  -0.466
C 0.920 -0.479 0.087  0.327
C 1.381 0.820 0.014  -0.012
O 2.695 0.642 -0.047  -0.296
N 3.094 -0.658 -0.192  0.133
N 2.049 -1.292 -0.031  -0.224
H -2.984 -0.839 -0.979  0.233
H -3.099 0.636 0.089  0.216
H -1.014 0.640 1.115  0.187
H 1.033 1.780 -0.130  0.229

Properties
Charge = 0
Frontier orbital gap = 10.262 eV
2S+1 = 1

# 4
An isolated molecule of C4H4N2O2 at a distorted geometry, computed with wB97M-V/def2-TZVPD.

Each line ends with the natural charge from an NBO analysis.
Element x y z (Å)
O -1.151 -1.156 -2.073  -0.623
C -0.633 -1.172 -0.883  0.527
N 0.161 -1.726 -0.080  -0.415
C -0.622 -0.513 0.408  -0.187
C 0.099 0.785 0.587  0.259
O -0.290 1.534 1.680  -0.701
C 1.420 1.004 0.019  0.046
N 0.531 1.484 -0.731  -0.295
H -0.621 -1.684 -2.693  0.500
H -1.427 -0.685 1.115  0.199
H 0.056 1.144 2.493  0.482
H 2.477 0.986 0.160  0.209

Properties
Charge = 0
Frontier orbital gap = 9.862 eV
2S+1 = 1

# 5
A 2-piece molecular cluster, C4H4N2O2 overall at a distorted geometry, computed with wB97M-V/def2-TZVPD.

Each line ends with the natural charge from an NBO analysis.
Element x y z (Å)
C -0.654 -0.165 -0.206  0.234
C -0.771 2.367 0.183  0.863
C -3.082 -0.070 -0.207  0.917
C 0.241 -0.946 0.609  -0.768
N -1.971 -0.382 0.162  -0.649
N -1.287 2.808 -0.761  -0.759
O -4.212 0.100 -0.365  -0.463
O -0.504 1.896 1.202  -0.536
H 1.218 -0.671 0.371  0.225
H 0.150 -1.935 0.433  0.245
H -0.138 -0.823 1.541  0.243
H -1.036 3.381 -1.616  0.447

Properties
Charge = 0
Frontier orbital gap = 8.331 eV
2S+1 = 1

# 6
An isolated molecule of C4H4N2O2 at a distorted geometry, computed with wB97M-V/def2-TZVPD.

Each line ends with the natural charge from an NBO analysis.
Element x y z (Å)
O -2.731 0.414 -0.257  -0.576
C -1.923 -0.534 0.083  0.365
C -0.522 -0.316 0.088  0.022
C -0.207 0.892 0.131  0.041
N 1.142 1.283 0.114  -0.498
N 2.157 0.339 -0.229  -0.283
C 1.689 -0.847 -0.193  0.362
O 0.498 -1.302 0.210  -0.473
H -2.304 -1.667 0.350  0.151
H -1.075 1.596 -0.128  0.273
H 1.460 2.301 0.665  0.424
H 2.464 -1.657 -0.347  0.192

Properties
Charge = 0
Frontier orbital gap = 8.269 eV
2S+1 = 1

# 7
C4H4N2O2S as an isolated structure at a distorted geometry, computed with wB97M-V/def2-TZVPD.

Each line ends with the natural charge from an NBO analysis.
Element x y z (Å)
C 0.057 1.481 -0.660  0.605
C 0.778 0.565 -1.480  -0.492
C 1.057 -0.771 -1.209  0.635
C -0.593 -0.379 0.718  0.241
H -0.082 3.360 0.390  0.518
H 1.796 1.046 -1.981  0.254
H 0.446 -2.059 0.344  0.438
H -1.247 1.498 0.999  0.432
N 0.185 -1.147 -0.026  -0.605
N -0.676 0.913 0.335  -0.596
O 0.029 2.829 -0.702  -0.643
O 1.969 -1.627 -1.535  -0.590
S -1.328 -1.075 1.986  -0.197

Properties
Charge = 0
Frontier orbital gap = 7.724 eV
2S+1 = 1

# 8
An isolated molecule of C4H4N2O3 at a distorted geometry, computed with wB97M-V/def2-TZVPD.

Each line ends with the natural charge from an NBO analysis.
Element x y z (Å)
C 0.572 0.549 -0.025  0.131
C 1.145 1.758 0.014  -0.427
C -0.071 -0.549 -0.164  -0.176
C -2.248 0.562 -0.053  0.229
N -1.469 -0.383 -0.466  -0.071
N -3.554 0.484 0.161  0.400
O -4.263 0.980 -0.721  -0.398
O -3.747 0.123 1.337  -0.385
O -1.838 -1.578 -0.920  -0.501
H 1.713 2.141 -0.774  0.229
H 1.236 2.149 1.000  0.231
H 0.291 -1.470 0.336  0.262
H -2.746 -1.267 -1.209  0.478

Properties
Charge = 0
Frontier orbital gap = 9.723 eV
2S+1 = 1

Here are the calculated ΔE to the lowest compared entry with this formula, charge and spin numbers, same order: 75.1 118.7 119.2 110.4 99.4 114.0 56.5 236.6 (kcal per mole).
Here are the calculated E numbers, same order: -339.2997 -414.6571 -414.6562 -414.6703 -414.6877 -414.6646 -812.9390 -489.7068 (hartree).